a:
# C4H6Br2O

One molecule with the formula C4H6Br2O (wB97M-V/def2-TZVPD, the Open Molecules 2025 dataset).

As for the HOMO-LUMO gap (spin up / spin down): 7.81 / 8.23 eV. As for the HOMO energy (spin up / spin down): -7.91 / -7.99 eV.

Last column: natural (NBO) charge in e.
Cartesian coordinates (Å):
C (-0.1330, 0.0585, 1.0794)  -0.59
C (0.8486, 0.3323, 0.0345)  0.00
C (-1.2247, -0.9418, 0.7062)  0.30
C (0.7167, 1.4495, -0.9528)  -0.72
O (-0.8313, -2.2089, 0.8290)  -0.71
Br (1.7424, -1.1934, -0.5242)  0.05
Br (-2.5384, -0.5626, -0.6588)  -0.02
H (0.3123, -0.4742, 1.9311)  0.24
H (-0.6556, 0.9464, 1.2875)  0.23
H (-0.0199, 1.4861, -1.7438)  0.24
H (1.5340, 1.4121, -1.6811)  0.24
H (0.8861, 2.3958, -0.3118)  0.23
H (-0.6373, -2.6996, 0.0047)  0.49

***

b:
# C4H6Br2O

One molecule with the formula C4H6Br2O (wB97M-V/def2-TZVPD, the Open Molecules 2025 dataset).

Its SMILES is C[C@@]1(Br)O[C@@]1(C)Br. As for the HOMO-LUMO gap: 10.56 eV. As for the HOMO energy: -10.02 eV.

Last column: natural (NBO) charge in e.
Cartesian coordinates (Å):
C (1.0877, -1.0364, -1.3074)  -0.69
C (0.4878, 0.0645, -0.5462)  0.16
Br (1.7319, 1.5016, -0.5061)  0.09
O (-0.9949, 0.6733, -0.9350)  -0.48
C (-0.7108, 0.1280, 0.2233)  0.22
C (-1.0155, 0.8614, 1.5158)  -0.67
Br (-1.5716, -1.6992, 0.2661)  -0.11
H (0.4814, -1.8121, -1.8459)  0.27
H (1.7607, -1.5205, -0.5836)  0.25
H (1.7746, -0.4880, -2.0452)  0.24
H (-2.0307, 1.0958, 1.7423)  0.25
H (-0.4889, 1.8526, 1.5987)  0.24
H (-0.5116, 0.3790, 2.4231)  0.24

***

Most stable: b (next structure +38.7 kcal/mol)

***

a:
# C20H24IrN4O3S6

C20H24IrN4O3S6 as an isolated structure (wB97M-V/def2-TZVPD, the Open Molecules 2025 dataset).

Its net charge is +2. As for the spin multiplicity: 2. As for the HOMO-LUMO gap (spin up / spin down): 5.70 / 3.47 eV. As for the HOMO energy (spin up / spin down): -12.71 / -12.49 eV.

Last column: natural (NBO) charge in e.
Cartesian coordinates (Å):
Ir (-1.1904, -0.4261, -1.5282)  0.68
C (-3.0390, -0.1046, -4.2300)  -0.57
C (-3.7097, -1.2469, -3.4937)  -0.55
S (-2.5476, -2.1519, -2.4103)  0.53
C (-3.6207, -2.5406, -1.0105)  -0.57
C (-4.0792, -1.3377, -0.1734)  -0.55
S (-3.0294, 0.1749, -0.2540)  0.55
C (-4.0947, 1.2887, -1.2452)  -0.55
C (-3.3032, 2.0678, -2.2733)  -0.57
S (-2.1255, 1.0910, -3.2257)  0.51
H (-3.7583, 0.4417, -4.8419)  0.28
H (-2.2669, -0.4841, -4.9021)  0.28
H (-4.0687, -1.9752, -4.2220)  0.28
H (-4.5636, -0.9272, -2.9011)  0.23
H (-3.0154, -3.2122, -0.4086)  0.29
H (-4.4711, -3.1186, -1.3733)  0.28
H (-4.0880, -1.6252, 0.8768)  0.28
H (-5.0851, -1.0021, -0.4207)  0.26
H (-4.5578, 1.9725, -0.5326)  0.28
H (-4.8878, 0.6998, -1.6987)  0.24
H (-2.6724, 2.8250, -1.8034)  0.27
H (-3.9748, 2.5900, -2.9564)  0.28
O (1.9252, -1.3335, -3.6585)  -0.23
N (0.9476, -1.0730, -3.0638)  0.72
O (0.8219, -1.1588, -1.7848)  -0.49
O (-0.1433, -0.6529, -3.5910)  -0.50
S (4.3171, -3.8712, 1.3617)  0.06
C (2.9015, -3.0914, 1.2839)  -0.19
S (1.6242, -3.4223, 0.1299)  0.47
C (0.6879, -2.1153, 0.7703)  -0.22
N (1.2453, -1.4974, 1.7599)  -0.18
N (2.4401, -2.0310, 2.0614)  -0.22
C (3.1823, -1.4737, 3.1591)  0.09
C (3.6521, -2.3047, 4.1625)  -0.19
C (4.3501, -1.7414, 5.2213)  -0.18
C (4.5729, -0.3732, 5.2686)  -0.18
C (4.0947, 0.4442, 4.2539)  -0.21
C (3.3954, -0.1073, 3.1921)  -0.17
S (-0.9856, -1.8348, 0.3703)  0.02
H (3.4682, -3.3678, 4.1266)  0.24
H (4.7163, -2.3785, 6.0143)  0.24
H (5.1218, 0.0567, 6.0951)  0.23
H (4.2815, 1.5100, 4.2852)  0.22
H (3.0333, 0.5050, 2.3821)  0.20
C (2.5153, 4.1674, 0.8287)  -0.66
C (1.6231, 3.1010, 0.2852)  0.09
C (0.8827, 2.2635, 1.1130)  -0.24
C (0.0810, 1.2782, 0.5765)  0.07
N (-0.0448, 1.1124, -0.7517)  -0.49
C (0.6661, 1.9147, -1.5691)  0.02
C (1.4941, 2.8976, -1.0903)  -0.18
H (2.5376, 4.1573, 1.9158)  0.24
H (2.1742, 5.1494, 0.4972)  0.26
H (3.5317, 4.0364, 0.4550)  0.26
H (0.9249, 2.3688, 2.1880)  0.25
H (-0.4891, 0.6151, 1.2091)  0.24
H (0.5621, 1.7404, -2.6341)  0.22
H (2.0398, 3.5109, -1.7949)  0.24

***

b:
# C20H24IrN4O3S6

C20H24IrN4O3S6 as an isolated structure (wB97M-V/def2-TZVPD, the Open Molecules 2025 dataset).

Its net charge is +2. As for the spin multiplicity: 2. As for the HOMO-LUMO gap (spin up / spin down): 8.53 / 5.77 eV. As for the HOMO energy (spin up / spin down): -14.20 / -14.35 eV.

Last column: natural (NBO) charge in e.
Cartesian coordinates (Å):
Ir (0.9223, 0.3591, 0.2633)  0.52
C (0.4643, 3.5210, -0.6780)  -0.56
C (-0.9011, 3.0164, -0.2575)  -0.55
S (-0.8283, 1.7607, 1.0476)  0.50
C (-0.0677, 2.7211, 2.4156)  -0.56
C (1.0148, 1.9297, 3.1251)  -0.55
S (2.2084, 1.2180, 1.9638)  0.52
C (2.9461, 2.7483, 1.2694)  -0.55
C (3.1164, 2.6615, -0.2342)  -0.55
S (1.5992, 2.1372, -1.0774)  0.53
H (0.9307, 4.1581, 0.0712)  0.23
H (0.3664, 4.1113, -1.5891)  0.27
H (-1.4057, 2.4979, -1.0699)  0.29
H (-1.5410, 3.8351, 0.0730)  0.27
H (-0.8659, 2.9663, 3.1161)  0.27
H (0.3095, 3.6583, 2.0136)  0.23
H (0.6023, 1.0698, 3.6485)  0.25
H (1.5468, 2.5246, 3.8682)  0.27
H (3.9123, 2.8639, 1.7596)  0.27
H (2.3246, 3.5931, 1.5563)  0.23
H (3.8463, 1.9019, -0.5145)  0.26
H (3.4416, 3.6155, -0.6498)  0.27
O (-1.6751, 0.3214, -1.2220)  -0.47
N (-0.9278, -0.3178, -1.9494)  0.73
O (-1.2028, -0.8141, -3.0013)  -0.33
O (0.3363, -0.4826, -1.5246)  -0.60
S (5.0917, -1.7702, -5.2850)  0.32
C (4.3980, -1.2925, -3.8690)  -0.25
S (4.1637, -2.2893, -2.4762)  0.58
C (3.3532, -0.9764, -1.6877)  -0.13
N (3.2976, 0.1180, -2.4178)  -0.26
N (3.8590, -0.0636, -3.6096)  -0.11
C (3.8331, 1.0340, -4.5382)  0.07
C (5.0216, 1.5265, -5.0519)  -0.19
C (4.9605, 2.5859, -5.9445)  -0.19
C (3.7319, 3.1220, -6.3042)  -0.16
C (2.5527, 2.6102, -5.7750)  -0.21
C (2.5935, 1.5562, -4.8775)  -0.16
S (2.7325, -1.1534, -0.1059)  0.04
H (5.9712, 1.1006, -4.7572)  0.24
H (5.8737, 2.9884, -6.3600)  0.24
H (3.6914, 3.9417, -7.0086)  0.24
H (1.5988, 3.0196, -6.0782)  0.24
H (1.6897, 1.1203, -4.4715)  0.23
C (-2.3308, -4.5830, 2.7295)  -0.65
C (-1.5126, -3.4503, 2.2002)  0.09
C (-0.8309, -3.5267, 0.9921)  -0.18
C (-0.0880, -2.4579, 0.5377)  0.05
N (0.0221, -1.3054, 1.2224)  -0.49
C (-0.6418, -1.2238, 2.3903)  0.06
C (-1.3946, -2.2504, 2.9029)  -0.23
H (-2.3733, -5.4106, 2.0260)  0.24
H (-3.3476, -4.2508, 2.9418)  0.25
H (-1.9067, -4.9463, 3.6670)  0.25
H (-0.8784, -4.4209, 0.3857)  0.24
H (0.4308, -2.5088, -0.4064)  0.24
H (-0.5674, -0.2951, 2.9316)  0.19
H (-1.8980, -2.1108, 3.8503)  0.25

***

Most stable: b (next structure +52.1 kcal/mol)

***

a:
# C3H11O

A 2-piece molecular cluster, C3H11O overall (wB97M-V/def2-TZVPD, the Open Molecules 2025 dataset).

Its net charge is +1. As for the HOMO-LUMO gap: 10.62 eV. As for the HOMO energy: -15.37 eV.

Last column: natural (NBO) charge in e.
Cartesian coordinates (Å):
O (-2.9534, -0.1624, -0.1713)  -0.80
H (-3.5977, -0.6550, -0.7103)  0.58
H (-3.2653, 0.7502, -0.0415)  0.58
H (-1.9722, -0.3245, -0.2668)  0.59
C (-0.0870, 0.1853, -0.4724)  -0.66
C (1.3461, 0.5415, -0.0381)  -0.38
C (1.9969, -0.5221, 0.8174)  -0.61
H (-0.0570, -0.7898, -0.9712)  0.23
H (-0.4131, 0.9162, -1.2177)  0.23
H (-0.7629, 0.2105, 0.3993)  0.16
H (1.3513, 1.4988, 0.4832)  0.22
H (1.8950, 0.6640, -0.9747)  0.22
H (2.9138, -0.1346, 1.2656)  0.24
H (1.3419, -0.7704, 1.6498)  0.20
H (2.2637, -1.4076, 0.2486)  0.22

***

b:
# C3H11O

A 2-piece molecular cluster, C3H11O overall (wB97M-V/def2-TZVPD, the Open Molecules 2025 dataset).

Its net charge is +1. As for the HOMO-LUMO gap: 9.78 eV. As for the HOMO energy: -14.88 eV.

Last column: natural (NBO) charge in e.
Cartesian coordinates (Å):
O (1.3912, 2.2743, -0.2144)  -0.77
H (0.6841, 2.7365, 0.3340)  0.58
H (2.2106, 2.2165, 0.3262)  0.57
H (1.1423, 1.2804, -0.3402)  0.58
C (0.1094, -0.3546, 1.1365)  -0.64
C (-0.8671, -1.1716, 0.2067)  -0.40
C (-0.6695, -0.8904, -1.3178)  -0.62
H (-0.3866, 0.5450, 1.4644)  0.19
H (0.9886, -0.0912, 0.4486)  0.13
H (-0.0677, -0.8973, 2.1040)  0.29
H (-1.9264, -1.0147, 0.3306)  0.23
H (-0.6515, -2.2784, 0.5182)  0.22
H (-1.0887, 0.1111, -1.7197)  0.20
H (0.3904, -0.8579, -1.4037)  0.18
H (-1.2592, -1.6079, -1.8736)  0.25

***

Most stable: a (next structure +33.8 kcal/mol)

***

a:
# C3H9NO2

A 2-piece molecular cluster, C3H9NO2 overall (wB97M-V/def2-TZVPD, the Open Molecules 2025 dataset).

Its net charge is +1. As for the spin multiplicity: 2. As for the HOMO-LUMO gap (spin up / spin down): 9.78 / 4.52 eV. As for the HOMO energy (spin up / spin down): -13.88 / -13.87 eV.

Last column: natural (NBO) charge in e.
Cartesian coordinates (Å):
C (1.5898, -0.4455, 0.7023)  -0.75
C (0.3028, -0.2990, -0.0289)  0.64
N (-0.8458, 0.1895, 0.6794)  -0.16
C (-0.8594, 0.7013, 2.0035)  -0.49
O (0.1111, -0.5874, -1.1803)  -0.38
H (2.2631, 0.2962, 0.3396)  0.29
H (1.5285, -0.3848, 1.7820)  0.25
H (2.0626, -1.3502, 0.3383)  0.30
H (-1.7611, 0.1974, 0.2211)  0.45
H (0.0633, 1.2142, 2.2651)  0.27
H (-1.0598, -0.1319, 2.6927)  0.31
H (-1.6851, 1.3718, 2.1542)  0.27
H (-0.4835, -0.5219, -3.2410)  0.46
H (-0.7204, 0.3130, -4.5325)  0.47
O (-0.5062, -0.5628, -4.1953)  -0.93

***

b:
# C3H9NO2

A 2-piece molecular cluster, C3H9NO2 overall (wB97M-V/def2-TZVPD, the Open Molecules 2025 dataset).

Its net charge is +1. As for the spin multiplicity: 2. As for the HOMO-LUMO gap (spin up / spin down): 11.20 / 7.16 eV. As for the HOMO energy (spin up / spin down): -14.79 / -14.65 eV.

Last column: natural (NBO) charge in e.
Cartesian coordinates (Å):
C (-1.4363, -2.1931, 0.5947)  -0.42
N (-0.3364, -1.3959, 1.2522)  -0.68
H (-0.5630, -0.9303, 2.1316)  0.45
H (0.4612, -2.0150, 1.4156)  0.45
H (-0.0166, -0.6059, 0.6558)  0.46
H (-2.3008, -2.2428, 1.2322)  0.25
H (-1.1066, -3.2040, 0.4450)  0.24
H (-1.6314, -1.6821, -0.3422)  0.24
C (1.0212, 2.3254, -1.6640)  -0.70
C (1.0806, 1.7720, -0.1774)  0.74
O (0.9486, 0.4903, -0.3834)  -0.28
O (0.9709, 2.3192, 0.8793)  -0.52
H (1.8956, 1.9975, -2.2303)  0.26
H (0.9093, 3.3835, -1.6830)  0.28
H (0.1034, 1.9811, -2.1262)  0.25

***

Most stable: b (next structure +8.8 kcal/mol)